# 1
ORCA calculation (ωB97M-V with the def2-TZVPD basis set) on a cluster of 2 separate species, C2H5O2 in total at a distorted geometry.

Its total energy is -229.25101 Ha.

Geometry as ORCA input:
```
! RIJCOSX wB97M-V def2-TZVPD def2/J DEFGRID3
* xyz 1 1
C 1.571 0.448 -0.274
C -0.624 -0.260 0.105
O -1.714 0.478 -0.144
O 0.458 0.600 0.253
H 2.307 1.234 -0.109
H 1.835 -0.417 -0.890
H -0.859 -0.963 1.581
H -0.420 -1.136 -0.522
H -2.554 0.017 0.000
*
```

What are the Löwdin partial charges on each atom? They are as follows, in elementary charge units: number 1, C, carries 0.26; number 2, C, carries -0.27; number 3, O, carries 0.05; number 4, O, carries 0.09; number 5, H, carries 0.16; number 6, H, carries 0.16; number 7, H, carries 0.28; number 8, H, carries 0.14; number 9, H, carries 0.15

***

# 2
ORCA calculation (ωB97M-V with the def2-TZVPD basis set) on a structure of composition C2H5O2P at a distorted geometry.

Its total energy is -570.91462 Ha.

Geometry as ORCA input:
```
! RIJCOSX wB97M-V def2-TZVPD def2/J DEFGRID3
* xyz 0 1
C -0.635 0.351 0.664
C 0.588 0.195 -0.177
O -1.277 -0.882 0.854
O -1.080 -1.040 3.956
P -0.188 -0.925 2.794
H 0.415 -0.223 -1.100
H 1.033 -0.635 0.433
H 1.448 0.837 -0.254
H -1.309 -1.389 -0.012
H -1.343 1.080 0.085
*
```

What are the Löwdin partial charges on each atom? They are as follows, in elementary charge units: number 1, C, carries -0.43; number 2, C, carries -0.16; number 3, O, carries -0.32; number 4, O, carries -0.50; number 5, P, carries 1.01; number 6, H, carries 0.04; number 7, H, carries 0.04; number 8, H, carries 0.07; number 9, H, carries 0.13; number 10, H, carries 0.11

***

# 3
ORCA calculation (ωB97M-V with the def2-TZVPD basis set) on a cluster of 2 separate species, C2H5O2S in total at a distorted geometry.

Its total energy is -627.90575 Ha.

Geometry as ORCA input:
```
! RIJCOSX wB97M-V def2-TZVPD def2/J DEFGRID3
* xyz -1 1
C -0.382 -1.608 -0.966
S -0.888 0.074 -1.471
H 0.440 -2.010 -1.413
H -1.254 -2.301 -1.026
H -0.002 -1.585 0.100
O 1.139 -0.541 1.426
C 0.723 0.612 1.683
O 0.431 1.641 0.997
H 0.633 1.094 2.706
H -0.212 0.794 -0.512
*
```

What are the Löwdin partial charges on each atom? They are as follows, in elementary charge units: number 1, C, carries -0.52; number 2, S, carries 0.55; number 3, H, carries -0.03; number 4, H, carries 0.02; number 5, H, carries 0.01; number 6, O, carries -0.12; number 7, C, carries -0.64; number 8, O, carries -0.19; number 9, H, carries 0.09; number 10, H, carries -0.18

***

# 4
ORCA calculation (ωB97M-V with the def2-TZVPD basis set) on a cluster of 2 separate species, C2H5O2S2 in total.

Its total energy is -1026.12689 Ha.

Geometry as ORCA input:
```
! RIJCOSX wB97M-V def2-TZVPD def2/J DEFGRID3
* xyz -1 1
O -0.646 -1.427 -1.278
C 0.491 -1.197 -1.707
O 1.339 -0.354 -1.305
H 0.833 -1.818 -2.574
C -0.484 0.134 1.649
S -0.151 1.883 1.529
S -0.288 2.251 -0.506
H -1.457 -0.112 1.229
H -0.467 -0.144 2.705
H 0.262 -0.431 1.095
H 0.569 1.215 -0.837
*
```

What are the Löwdin partial charges on each atom? They are as follows, in elementary charge units: number 1, O, carries -0.11; number 2, C, carries -0.66; number 3, O, carries -0.19; number 4, H, carries 0.09; number 5, C, carries -0.53; number 6, S, carries 0.29; number 7, S, carries 0.24; number 8, H, carries 0.03; number 9, H, carries 0.02; number 10, H, carries 0.01; number 11, H, carries -0.19

***

# 5
ORCA calculation (ωB97M-V with the def2-TZVPD basis set) on the ion C2H5O3S3 with charge -1 at a distorted geometry.

Its total energy is -1499.52323 Ha.

Geometry as ORCA input:
```
! RIJCOSX wB97M-V def2-TZVPD def2/J DEFGRID3
* xyz -1 1
C -1.767 0.181 0.456
C -0.408 -0.255 0.153
O 3.125 1.111 0.592
O 2.058 -0.515 -0.939
O 0.667 0.167 0.898
S 1.073 2.111 -1.280
S -0.439 -2.075 0.097
S 1.977 0.752 -0.189
H -1.992 -0.102 1.562
H -2.543 -0.379 -0.096
H -1.957 1.281 0.463
H -0.102 0.072 -0.869
H 0.308 -2.350 -0.846
*
```

What are the Löwdin partial charges on each atom? They are as follows, in elementary charge units: number 1, C, carries -0.16; number 2, C, carries -0.91; number 3, O, carries -0.38; number 4, O, carries -0.46; number 5, O, carries -0.35; number 6, S, carries 0.21; number 7, S, carries 0.78; number 8, S, carries 0.22; number 9, H, carries 0.10; number 10, H, carries 0.06; number 11, H, carries 0.08; number 12, H, carries 0.02; number 13, H, carries -0.23

***

# 6
ORCA calculation (ωB97M-V with the def2-TZVPD basis set) on the ion C2H5O4S with charge -1 at a distorted geometry.

Its total energy is -778.43368 Ha.

Geometry as ORCA input:
```
! RIJCOSX wB97M-V def2-TZVPD def2/J DEFGRID3
* xyz -1 1
C -0.429 -1.331 -0.281
C -0.457 0.166 -0.499
O 1.343 2.117 -0.373
O 0.573 1.040 1.686
O 2.121 -0.130 0.176
O -1.493 0.813 0.172
S 1.055 0.858 0.303
H -0.436 -1.515 0.792
H 0.503 -1.717 -0.686
H -1.282 -1.833 -0.741
H -0.458 0.445 -1.555
H -1.041 1.087 1.007
*
```

What are the Löwdin partial charges on each atom? They are as follows, in elementary charge units: number 1, C, carries -0.10; number 2, C, carries -0.49; number 3, O, carries -0.38; number 4, O, carries -0.38; number 5, O, carries -0.38; number 6, O, carries -0.10; number 7, S, carries 0.44; number 8, H, carries 0.08; number 9, H, carries 0.06; number 10, H, carries 0.07; number 11, H, carries 0.12; number 12, H, carries 0.05

***

# 7
ORCA calculation (ωB97M-V with the def2-TZVPD basis set) on a structure of composition C2H5OPS at a distorted geometry.

Its total energy is -893.90913 Ha.

Geometry as ORCA input:
```
! RIJCOSX wB97M-V def2-TZVPD def2/J DEFGRID3
* xyz 0 1
C -0.326 -0.434 -1.350
C -0.249 0.701 0.764
O -0.005 0.752 2.071
P 1.175 0.425 -0.593
S -1.211 -0.769 0.208
H -0.751 0.241 -2.021
H 0.043 -1.417 -1.771
H -0.855 1.516 0.163
H -0.900 0.609 2.446
H 1.788 -0.652 -0.068
*
```

What are the Löwdin partial charges on each atom? They are as follows, in elementary charge units: number 1, C, carries -0.71; number 2, C, carries -0.90; number 3, O, carries -0.09; number 4, P, carries 0.85; number 5, S, carries 0.72; number 6, H, carries 0.00; number 7, H, carries 0.05; number 8, H, carries 0.09; number 9, H, carries 0.11; number 10, H, carries -0.12

***

# 8
ORCA calculation (ωB97M-V with the def2-TZVPD basis set) on a cluster of 2 separate species, C2H5OPS in total at a distorted geometry.

Its total energy is -893.82642 Ha.

Geometry as ORCA input:
```
! RIJCOSX wB97M-V def2-TZVPD def2/J DEFGRID3
* xyz 0 1
C -0.979 0.015 0.130
C 0.901 -1.030 -0.563
O 1.861 -0.351 0.152
P -0.932 1.681 -0.257
S -2.197 -0.964 0.627
H 0.881 -1.165 -1.731
H 0.514 -1.943 -0.217
H 1.723 -0.593 1.081
H -1.984 2.210 0.504
H 0.212 2.139 0.273
*
```

What are the Löwdin partial charges on each atom? They are as follows, in elementary charge units: number 1, C, carries -1.10; number 2, C, carries -0.13; number 3, O, carries -0.08; number 4, P, carries 0.75; number 5, S, carries 0.52; number 6, H, carries 0.13; number 7, H, carries 0.03; number 8, H, carries 0.11; number 9, H, carries -0.09; number 10, H, carries -0.13